Density functional theory data (the ωB97M-V functional and the def2-TZVPD basis) for C23H16F3LaN4O2S3 as an isolated structure in a non-equilibrium geometry.

Geometry as XYZ:
```
52
Properties=species:S:1:pos:R:3:forces:R:3
La -0.273 0.278 1.002 -0.07 1.46 0.88
F -1.252 4.596 4.813 -0.05 0.11 -0.06
C -0.693 3.632 5.551 0.09 -0.09 -0.07
F -0.158 4.235 6.633 0.06 0.03 0.03
F -1.676 2.844 6.007 -0.05 -0.08 0.01
C 0.355 2.856 4.786 -0.08 0.03 0.12
C 1.649 2.835 5.255 0.03 0.05 0.06
C 2.636 2.118 4.585 -0.03 0.03 0.05
C 2.253 1.437 3.458 -0.09 -0.08 -0.05
N 1.000 1.444 2.992 -0.01 0.00 -0.34
C 0.020 2.145 3.609 -0.08 -0.08 -0.04
S -1.576 2.103 2.917 0.27 0.06 -0.04
H 1.894 3.381 6.155 0.00 0.01 0.01
H 3.658 2.088 4.931 -0.02 0.02 0.02
H 2.968 0.843 2.898 -0.02 0.01 -0.03
C -0.057 1.276 -1.257 0.09 0.26 -0.73
C 0.259 1.723 -2.353 0.01 0.01 0.04
C 0.638 2.281 -3.625 -0.07 -0.09 0.06
C 1.225 3.545 -3.692 0.02 0.07 0.01
C 1.586 4.092 -4.914 -0.01 -0.05 0.02
C 1.366 3.384 -6.088 -0.02 -0.02 0.02
C 0.786 2.123 -6.033 0.02 0.02 0.04
C 0.425 1.575 -4.812 0.01 0.02 0.02
H 1.392 4.093 -2.774 0.00 0.00 -0.01
H 2.042 5.072 -4.948 -0.02 0.00 0.00
H 1.641 3.816 -7.041 0.01 -0.02 0.00
H 0.619 1.564 -6.945 -0.01 0.00 0.01
H -0.028 0.593 -4.763 0.00 0.01 -0.01
N -1.443 -4.301 -4.956 0.05 -0.04 0.01
C -1.135 -3.926 -3.667 -0.05 0.00 -0.13
C -0.671 -2.633 -3.404 0.00 0.01 0.01
C -0.314 -2.263 -2.125 -0.03 -0.09 -0.02
C -0.431 -3.187 -1.091 -0.11 -0.07 -0.26
C -0.890 -4.479 -1.332 -0.01 0.12 -0.08
C -1.236 -4.844 -2.616 0.00 -0.06 0.04
S -0.027 -2.738 0.528 0.25 -0.31 0.19
O 1.009 -1.674 0.388 0.18 -0.40 0.04
O 0.364 -3.889 1.287 -0.03 0.02 0.01
N -1.327 -1.991 1.104 -0.22 -0.46 0.59
C -1.397 -2.001 2.518 -0.10 -0.21 -0.62
S -2.365 -3.076 3.436 0.02 -0.21 -0.06
C -1.807 -2.327 4.872 -0.10 0.11 0.09
C -0.982 -1.298 4.573 0.03 0.03 -0.06
N -0.745 -1.127 3.231 0.12 -0.17 0.21
H -1.599 -3.577 -5.634 -0.01 0.02 0.01
H -1.991 -5.133 -5.090 -0.02 0.00 0.03
H -0.579 -1.920 -4.215 0.00 -0.02 0.01
H 0.058 -1.261 -1.948 0.00 -0.01 0.01
H -0.965 -5.187 -0.518 0.02 0.01 0.01
H -1.578 -5.852 -2.816 -0.01 0.02 -0.01
H -2.124 -2.660 5.847 -0.03 0.03 -0.02
H -0.525 -0.626 5.284 0.03 -0.02 0.00
```
Positions in Å, forces in eV/Å.

## Properties
Orbital gap = 8.3 eV

Atom charges from the Löwdin analysis, given in e for atoms 1 to 2:
1 La 1.866
2 F 0.135

Density functional theory data (the ωB97M-V functional and the def2-TZVPD basis) for a 14-piece molecular cluster, C38H112N20O14 overall in a non-equilibrium geometry.

Geometry as XYZ:
```
184
Properties=species:S:1:pos:R:3:forces:R:3
C -4.628 1.644 1.129 0.41 0.38 -0.99
C -4.805 0.869 2.423 0.14 0.78 0.71
C -3.482 0.448 3.044 -0.12 0.10 -0.85
O -3.727 -0.096 4.313 -0.46 -0.38 0.72
C -2.571 -0.700 4.874 0.27 0.27 -0.60
N -5.434 1.810 3.391 -0.08 -0.50 -0.47
H -4.161 1.111 0.296 0.00 -0.43 0.26
H -4.018 2.545 1.248 0.16 -0.14 0.47
H -5.538 2.060 0.690 -0.38 -0.36 0.40
H -5.393 -0.048 2.311 -0.16 0.07 -0.22
H -2.826 1.325 3.087 0.19 -0.01 0.20
H -3.029 -0.284 2.365 0.23 -0.18 0.09
H -1.772 0.029 4.714 0.54 -0.52 0.14
H -2.383 -1.667 4.396 0.31 0.18 -0.37
H -2.630 -0.947 5.933 -0.65 0.51 0.08
H -5.323 1.427 4.324 -0.23 -0.12 0.00
H -6.421 1.805 3.161 -0.09 0.35 0.32
C -2.246 0.852 -6.194 1.00 1.15 -1.45
C -1.007 1.125 -5.320 -0.31 -0.76 -0.27
C -0.624 2.603 -5.119 -0.15 -0.67 0.54
O 0.195 3.006 -6.178 -0.06 -0.35 -0.85
C 1.194 3.945 -5.895 -0.05 -0.07 0.20
N -1.200 0.434 -4.062 0.16 0.67 1.06
H -2.187 -0.110 -6.704 -0.14 -0.25 0.42
H -2.169 1.551 -7.037 -0.10 0.04 -0.03
H -3.236 1.028 -5.781 0.22 -0.21 0.61
H -0.094 0.756 -5.809 -0.28 -0.23 -0.45
H -0.015 2.618 -4.205 -0.31 0.25 0.23
H -1.512 3.232 -5.021 0.02 0.20 0.19
H 2.058 3.743 -6.529 -0.14 0.05 -0.15
H 1.532 3.821 -4.859 0.00 0.27 0.06
H 0.821 4.957 -6.076 0.19 0.12 0.19
H -1.570 -0.502 -4.148 -0.04 0.25 -0.20
H -0.328 0.413 -3.540 -0.24 -0.26 -0.13
C 6.538 3.672 0.772 0.92 -1.05 -0.30
C 6.804 3.815 -0.729 -0.78 -0.53 1.26
C 5.545 4.255 -1.451 0.74 0.02 -1.35
O 4.575 3.231 -1.460 -0.46 0.05 0.98
C 3.281 3.679 -1.759 -0.74 0.91 -0.56
N 7.930 4.705 -0.867 0.19 0.66 -0.51
H 6.506 4.629 1.292 -0.45 -0.04 0.03
H 7.406 3.119 1.144 0.07 0.27 0.33
H 5.711 2.981 0.940 -0.41 0.55 0.16
H 7.059 2.797 -1.038 0.13 0.19 -0.50
H 5.843 4.429 -2.496 -0.12 0.21 -0.13
H 5.229 5.232 -1.066 -0.48 -0.18 0.29
H 2.511 2.910 -1.726 0.61 -0.59 0.04
H 3.240 4.139 -2.753 0.10 -0.15 -0.20
H 2.866 4.458 -1.104 0.58 0.08 0.43
H 8.160 4.911 -1.835 -0.02 -0.31 -0.05
H 7.671 5.611 -0.485 0.11 -0.06 0.19
C -1.667 -7.410 -2.172 0.27 -0.35 0.41
C -1.615 -6.049 -2.888 0.35 -1.92 1.52
C -2.994 -5.393 -3.029 0.24 -0.41 -1.39
O -3.390 -4.710 -1.852 0.95 -0.40 -0.09
C -4.743 -4.690 -1.536 -1.61 -0.16 0.60
N -0.667 -5.266 -2.062 -0.02 -0.50 -0.52
H -1.761 -7.298 -1.089 -0.76 -0.01 -0.02
H -0.701 -7.917 -2.239 0.12 0.21 -0.34
H -2.387 -8.103 -2.611 -0.27 0.16 0.28
H -1.193 -6.412 -3.827 -0.05 1.20 -0.49
H -3.642 -6.206 -3.363 -0.58 0.18 0.44
H -2.911 -4.673 -3.848 -0.72 -0.58 0.14
H -5.110 -5.686 -1.259 0.11 -0.08 -0.15
H -5.426 -4.277 -2.286 0.51 -0.07 -0.46
H -4.922 -4.068 -0.658 0.51 0.00 0.06
H -0.366 -4.497 -2.658 0.68 -2.03 1.81
H -1.330 -4.860 -1.395 0.52 0.20 0.18
C -4.341 8.068 -0.481 -0.22 -0.38 -1.04
C -2.895 7.702 -0.791 0.24 0.12 1.39
C -1.946 8.648 -0.044 -0.03 -0.21 -0.14
O -0.613 8.227 -0.320 0.23 1.37 -0.39
C 0.332 8.987 0.424 -0.52 -0.46 0.83
N -2.629 6.334 -0.364 0.88 -0.74 -0.24
H -4.993 7.634 -1.243 0.05 -0.14 0.01
H -4.517 9.141 -0.562 0.04 0.04 0.47
H -4.657 7.609 0.455 0.09 0.45 0.25
H -2.666 7.776 -1.856 -0.12 0.04 -0.04
H -2.126 8.576 1.037 -0.10 -0.12 0.10
H -2.110 9.698 -0.315 0.17 0.05 -0.24
H 0.254 10.080 0.464 -0.61 0.06 -0.80
H 1.338 8.776 0.075 -0.02 -0.41 0.14
H 0.134 8.706 1.466 0.77 -0.12 0.21
H -2.825 6.106 0.608 -0.87 0.55 0.03
H -1.615 6.246 -0.315 0.06 -0.15 -0.63
C 5.264 -0.091 -0.489 0.92 -0.26 -0.83
C 6.110 -0.912 0.453 -0.90 1.91 0.38
C 7.560 -0.413 0.367 -0.01 -1.84 -0.74
O 8.318 -1.159 1.304 0.15 0.44 0.07
C 9.666 -0.758 1.377 0.04 0.44 1.20
N 5.558 -0.711 1.820 0.97 -0.94 -0.11
H 4.241 -0.455 -0.448 -0.09 0.37 -0.15
H 5.705 -0.280 -1.474 -0.58 0.16 -0.30
H 5.378 0.982 -0.327 -0.39 -0.01 0.21
H 5.904 -1.947 0.175 0.78 -0.19 0.21
H 7.605 0.679 0.450 0.02 0.03 0.63
H 8.001 -0.648 -0.611 -0.27 0.14 -0.26
H 9.744 0.215 1.878 -0.09 0.28 -0.36
H 10.199 -0.709 0.425 -0.17 -0.23 -0.16
H 10.164 -1.414 2.091 0.05 -0.38 -0.39
H 5.912 0.174 2.179 -0.05 0.10 -0.11
H 6.119 -1.401 2.321 -0.47 0.16 0.70
C -2.349 -6.380 1.972 0.18 0.50 0.34
C -3.251 -6.498 3.247 0.41 -0.65 -2.88
C -4.656 -5.947 2.886 -0.07 0.57 1.74
O -4.770 -4.747 2.153 1.18 -0.40 -1.09
C -4.061 -3.622 2.639 -1.04 0.29 1.24
N -3.357 -7.935 3.575 -0.42 -0.26 0.01
H -1.324 -6.393 2.338 0.10 -0.08 -0.27
H -2.474 -5.474 1.373 -0.05 0.28 0.44
H -2.476 -7.162 1.220 -0.23 -0.37 0.38
H -2.657 -6.039 4.035 -0.75 0.51 0.28
H -5.206 -5.785 3.823 -0.10 -0.25 0.17
H -5.200 -6.712 2.334 0.13 0.06 -0.26
H -4.734 -3.173 3.379 0.19 0.45 0.05
H -3.882 -2.890 1.853 -0.06 -0.25 -0.25
H -3.131 -3.797 3.187 0.17 -0.52 -0.37
H -4.272 -8.289 3.310 -0.17 0.19 0.34
H -2.769 -8.455 2.933 0.34 0.05 0.25
C -1.458 -2.097 -0.068 -1.42 0.30 0.32
C -0.476 -1.029 -0.496 1.11 0.08 0.86
C -0.857 0.352 0.046 -1.14 -0.78 -1.03
O 0.014 1.301 -0.539 0.45 0.47 0.64
C -0.496 2.632 -0.435 -1.13 -0.36 0.72
N 0.829 -1.471 0.036 -0.22 0.20 -0.24
H -2.488 -1.802 -0.301 0.03 -0.22 -0.57
H -1.535 -2.203 1.020 0.62 0.27 0.14
H -1.266 -3.117 -0.402 0.22 0.27 -0.29
H -0.349 -0.865 -1.570 -0.62 -0.59 -0.13
H -0.947 0.318 1.136 0.59 0.48 0.18
H -1.868 0.530 -0.341 -0.15 0.27 0.06
H -0.580 2.919 0.618 0.08 -0.01 0.07
H -1.513 2.598 -0.830 -0.04 0.38 -0.16
H 0.057 3.427 -0.933 0.48 -0.62 -0.33
H 1.441 -0.660 0.096 0.06 -0.05 0.30
H 0.637 -1.796 0.989 0.55 0.08 -0.38
C 1.885 1.106 3.455 -1.14 -0.06 0.26
O 1.077 0.960 4.387 0.29 -0.50 -0.44
N 2.281 2.350 3.092 0.47 -0.36 0.28
N 2.355 0.116 2.660 -0.03 -0.04 0.06
H 1.848 3.089 3.616 0.26 0.33 -0.37
H 2.715 2.404 2.189 -0.13 0.81 0.03
H 3.264 0.207 2.234 0.00 -0.29 -0.15
H 1.821 -0.750 2.588 0.42 -0.06 0.40
C -2.265 -2.700 -4.209 -1.10 1.61 1.52
O -3.385 -2.209 -4.036 0.40 -0.79 -0.35
N -1.652 -2.693 -5.398 0.63 -0.45 -1.28
N -1.568 -3.200 -3.152 0.33 2.22 -1.41
H -0.657 -2.791 -5.504 -0.02 -0.05 0.06
H -2.166 -2.328 -6.179 -0.03 0.14 0.08
H -2.070 -3.276 -2.284 0.06 0.08 -0.01
H -0.644 -3.573 -3.272 -0.74 1.69 -0.86
C -2.804 5.055 3.626 -1.60 0.13 -1.60
O -3.033 5.407 2.459 0.56 -0.01 0.81
N -2.024 5.765 4.462 0.82 0.53 0.12
N -3.449 4.002 4.160 0.17 -0.74 0.73
H -1.637 6.612 4.086 0.11 -0.08 0.13
H -1.850 5.504 5.413 -0.04 0.06 0.03
H -3.123 3.618 5.032 -0.19 -0.03 -0.03
H -4.132 3.456 3.640 0.12 0.09 -0.09
C 0.573 -2.736 3.792 0.62 -1.65 -0.04
O 0.903 -2.286 2.683 -0.48 0.27 0.99
N 0.430 -4.077 3.969 -0.61 -0.10 0.09
N 0.417 -2.041 4.941 0.12 1.49 -1.15
H 0.487 -4.718 3.194 0.35 0.06 -0.11
H -0.049 -4.379 4.797 0.06 -0.27 -0.01
H 0.377 -2.495 5.831 0.16 0.02 0.07
H 0.675 -1.058 4.839 -0.14 0.07 0.56
C 2.587 -0.367 -3.048 1.35 1.46 -1.00
O 3.386 -0.064 -3.941 -0.62 -0.54 0.46
N 2.658 -1.481 -2.309 -0.24 -1.39 0.44
N 1.593 0.482 -2.669 -0.94 0.33 0.47
H 3.308 -2.210 -2.539 0.13 0.21 -0.23
H 1.953 -1.694 -1.614 0.03 -0.07 0.17
H 1.595 1.427 -3.010 0.39 -0.12 -0.31
H 1.038 0.387 -1.819 0.58 0.07 -0.40
C 1.505 -5.626 0.897 0.09 0.28 1.66
O 2.038 -5.838 1.995 -0.40 -0.12 -0.50
N 1.867 -4.589 0.117 -0.13 -0.19 -1.15
N 0.427 -6.340 0.471 0.48 -0.18 0.13
H 2.372 -3.813 0.505 -0.07 -0.04 0.10
H 1.280 -4.463 -0.692 0.24 0.52 0.00
H 0.151 -7.051 1.121 -0.11 -0.24 -0.32
H -0.030 -6.163 -0.415 0.18 -0.16 0.06
```
Positions in Å, forces in eV/Å.

## Properties
Orbital gap = 8.9 eV

Atom charges from the Löwdin analysis, given in e for atoms 1 to 2:
1 C -0.057
2 C -0.402

Density functional theory data (the ωB97M-V functional and the def2-TZVPD basis) for a 2-piece molecular cluster, C12H13Cl4F8N2 overall.

Geometry as XYZ:
```
39
Properties=species:S:1:pos:R:3:forces:R:3
C 5.005 -1.060 -0.587 -0.13 0.05 0.18
C 3.621 -1.058 -1.232 0.15 -0.41 0.03
C 2.566 -1.616 -0.269 0.32 0.14 0.14
N 1.250 -0.980 -0.417 0.04 -0.23 0.00
C 0.133 -1.561 -0.946 -0.15 -0.15 -0.27
C -0.855 -0.639 -0.900 -0.24 0.20 -0.05
C -2.280 -0.804 -1.349 -0.04 0.00 -0.24
F -2.289 -1.528 -2.488 -0.05 0.11 0.21
F -2.840 0.404 -1.595 0.09 -0.18 0.02
C -3.120 -1.547 -0.277 0.12 -0.16 -0.03
F -2.604 -2.791 -0.166 -0.11 0.25 0.08
F -2.941 -0.891 0.893 -0.06 -0.06 -0.11
C -4.643 -1.672 -0.550 0.00 0.02 -0.02
F -5.197 -2.326 0.468 0.05 0.14 -0.28
F -5.188 -0.457 -0.647 0.03 -0.32 0.05
F -4.845 -2.344 -1.683 -0.01 0.18 0.31
N -0.328 0.495 -0.324 -0.12 -0.02 0.27
C -0.985 1.769 -0.038 0.02 0.29 -0.05
C -1.039 2.674 -1.291 -0.11 0.10 0.09
F -0.535 1.993 -2.386 -0.02 0.08 0.08
C 0.946 0.257 -0.047 0.18 -0.10 -0.01
H 4.994 -0.533 0.369 0.01 0.05 -0.01
H 5.735 -0.569 -1.224 0.04 -0.07 -0.08
H 5.337 -2.079 -0.393 0.07 -0.01 -0.03
H 3.345 -0.058 -1.563 -0.03 0.07 0.02
H 3.657 -1.709 -2.106 -0.12 0.22 -0.21
H 2.420 -2.684 -0.409 -0.06 -0.03 0.00
H 2.884 -1.470 0.764 -0.08 0.05 0.03
H 0.098 -2.564 -1.334 0.14 -0.02 0.06
H -0.404 2.235 0.754 -0.04 -0.03 -0.06
H -1.975 1.584 0.364 -0.02 -0.14 -0.03
H -0.448 3.576 -1.138 0.13 -0.06 -0.07
H -2.064 2.974 -1.500 -0.01 -0.11 -0.10
H 1.635 0.943 0.415 -0.07 0.09 0.02
C 0.189 2.807 4.585 -0.03 -0.03 0.00
Cl 1.094 1.306 4.795 0.01 -0.03 0.01
Cl -1.518 2.526 4.905 -0.01 -0.01 0.01
Cl 0.816 4.046 5.654 0.00 -0.01 0.00
Cl 0.375 3.351 2.893 0.09 0.13 0.04
```
Positions in Å, forces in eV/Å.

## Properties
Orbital gap = 10.8 eV
Total charge = +1

Atom charges from the Löwdin analysis, given in e for atoms 1 to 2:
1 C -0.095
2 C -0.218

no.,highest occupied orbital energy (eV)
1,-8.139
2,-8.479
3,-13.822